Record 1
{"formula": "C4H11N2S", "method": "ωB97M-V/def2-TZVPD", "e_tot_ev": -18132.5998, "homo_lumo_gap_ha": 0.362, "total_charge": 1, "spin_multiplicity": 1, "e_homo_ev": -13.533, "e_above_lowest_kcal_mol": 67.3, "lumo_energy_ev": -3.67, "symbols": ["C", "C", "C", "C", "N", "N", "S", "H", "H", "H", "H", "H", "H", "H", "H", "H", "H", "H"], "positions_angstrom": [[-2.430, -0.263, -0.102], [-1.160, -0.424, 0.602], [1.812, 1.638, 0.075], [2.189, -1.189, -0.366], [-0.148, -0.026, -0.047], [-2.956, 0.993, 0.233], [1.311, 0.035, 0.830], [-2.425, -0.343, -1.254], [-3.134, -0.961, 0.254], [-1.086, -0.638, 1.710], [1.122, 2.321, 0.652], [1.788, 1.323, -0.987], [2.875, 1.820, 0.463], [2.099, -2.130, 0.216], [3.280, -1.000, -0.433], [1.550, -1.004, -1.141], [-2.283, 1.721, -0.086], [-2.911, 1.168, 1.327]], "forces_ev_per_angstrom": [[-0.917, -1.440, -2.106], [0.695, 0.229, 0.927], [1.298, -1.100, 2.184], [1.562, 0.142, 4.551], [1.108, -0.247, 0.029], [0.689, 3.790, 3.215], [1.182, -0.264, -1.236], [0.604, -0.086, 1.888], [-0.819, -1.302, 0.254], [-0.481, -0.058, -1.154], [0.586, -0.250, -1.692], [-0.382, 1.422, 0.450], [-1.433, -0.138, -0.792], [-0.349, 0.287, -0.942], [-0.861, 0.376, -0.288], [-1.073, -0.260, -2.582], [-0.851, -0.460, -0.013], [-0.559, -0.642, -2.693]], "mulliken_charge": [-0.58, 0.07, -0.84, -0.94, -0.31, -0.58, 0.31, 0.30, 0.36, 0.41, 0.35, 0.36, 0.38, 0.32, 0.36, 0.49, 0.28, 0.26]}


Record 2
{"formula": "C5H11NO", "method": "ωB97M-V/def2-TZVPD", "e_tot_ev": -8900.5078, "homo_lumo_gap_ha": 0.364, "total_charge": 0, "spin_multiplicity": 1, "e_homo_ev": -8.971, "e_above_lowest_kcal_mol": 27.4, "lumo_energy_ev": 0.94, "symbols": ["N", "C", "C", "C", "C", "C", "O", "H", "H", "H", "H", "H", "H", "H", "H", "H", "H", "H"], "positions_angstrom": [[0.998, -0.865, -0.505], [-0.236, -1.552, -0.909], [-1.152, -0.401, -1.331], [-0.860, 0.673, -0.291], [0.617, 0.473, 0.023], [1.038, 0.578, 1.474], [0.684, 1.795, 2.108], [1.413, -1.387, 0.260], [-0.715, -2.065, -0.059], [-0.068, -2.249, -1.728], [-2.180, -0.725, -1.443], [-0.797, -0.056, -2.311], [-1.033, 1.665, -0.708], [-1.494, 0.583, 0.603], [1.197, 1.213, -0.532], [0.632, -0.271, 2.053], [2.120, 0.497, 1.533], [-0.165, 2.094, 1.761]], "forces_ev_per_angstrom": [[-0.241, -0.142, 0.346], [-0.486, 0.464, 0.280], [0.586, -0.408, -0.494], [-0.455, 0.246, 0.127], [0.791, -0.076, -0.349], [-0.419, -0.131, 0.467], [0.040, 0.174, -0.207], [0.213, -0.050, -0.195], [0.126, -0.177, -0.199], [0.094, -0.143, 0.074], [-0.216, 0.169, 0.151], [-0.174, 0.050, 0.119], [-0.078, 0.069, 0.103], [0.088, -0.204, -0.125], [-0.003, 0.135, -0.009], [-0.109, 0.068, -0.180], [0.197, 0.052, 0.011], [0.045, -0.095, 0.080]], "mulliken_charge": [-0.48, -0.55, -0.64, -0.84, 0.31, -0.69, -0.51, 0.29, 0.28, 0.35, 0.37, 0.27, 0.34, 0.36, 0.15, 0.34, 0.33, 0.32]}


Record 3
{"formula": "C29H31NO2S2", "method": "ωB97M-V/def2-TZVPD", "e_tot_ev": -57829.7266, "homo_lumo_gap_ha": 0.232, "total_charge": 0, "spin_multiplicity": 1, "e_homo_ev": -7.361, "e_above_lowest_kcal_mol": 20.0, "lumo_energy_ev": -1.04, "symbols": ["C", "C", "C", "N", "C", "S", "S", "C", "C", "H", "H", "H", "H", "H", "H", "H", "H", "H", "H", "C", "O", "C", "C", "C", "C", "C", "C", "C", "C", "C", "C", "C", "C", "C", "C", "C", "C", "C", "O", "C", "C", "C", "C", "C", "H", "H", "H", "H", "H", "H", "H", "H", "H", "H", "H", "H", "H", "H", "H", "H", "H", "H", "H", "H", "H"], "positions_angstrom": [[5.931, 0.298, 3.422], [4.834, 1.334, 3.285], [3.598, 0.772, 2.599], [3.919, 0.073, 1.359], [2.863, -0.276, 0.536], [1.395, 0.598, 0.650], [3.008, -1.457, -0.647], [5.093, -0.811, 1.302], [6.299, -0.263, 2.052], [6.825, 0.770, 3.865], [5.631, -0.512, 4.101], [4.545, 1.711, 4.266], [5.199, 2.191, 2.710], [3.038, 0.123, 3.300], [2.926, 1.611, 2.340], [4.860, -1.818, 1.693], [5.356, -0.931, 0.247], [6.778, 0.514, 1.453], [7.025, -1.074, 2.157], [-6.729, 4.452, -2.702], [-6.699, 3.548, -1.567], [-5.668, 2.665, -1.472], [-5.544, 1.962, -0.246], [-4.457, 1.129, -0.036], [-3.479, 0.942, -1.049], [-2.263, 0.131, -0.825], [-1.677, 0.079, 0.447], [-0.520, -0.665, 0.853], [-0.230, -1.036, 2.268], [0.866, -1.891, 2.504], [1.390, -2.026, 3.782], [0.784, -1.356, 4.854], [-0.350, -0.560, 4.637], [-0.883, -0.424, 3.347], [-1.728, -0.627, -1.979], [-2.597, -1.201, -2.959], [-2.098, -1.915, -4.033], [-0.700, -2.088, -4.170], [-0.262, -2.825, -5.221], [1.175, -2.937, -5.419], [0.176, -1.520, -3.216], [-0.349, -0.772, -2.184], [-3.649, 1.617, -2.281], [-4.713, 2.484, -2.502], [-7.634, 5.054, -2.586], [-5.847, 5.114, -2.695], [-6.767, 3.902, -3.651], [-6.310, 2.098, 0.512], [-4.362, 0.590, 0.906], [-2.136, 0.701, 1.220], [-0.122, -1.354, 0.101], [1.314, -2.436, 1.665], [2.274, -2.655, 3.933], [1.216, -1.434, 5.858], [-0.823, -0.029, 5.460], [-1.778, 0.173, 3.168], [-3.665, -1.060, -2.876], [-2.762, -2.358, -4.768], [1.306, -3.549, -6.318], [1.618, -1.938, -5.570], [1.643, -3.420, -4.551], [1.258, -1.661, -3.272], [0.362, -0.262, -1.528], [-2.915, 1.493, -3.079], [-4.791, 3.012, -3.449]], "forces_ev_per_angstrom": [[0.659, 0.135, 0.115], [-0.045, -0.047, -0.135], [-0.279, 0.769, 0.419], [-1.051, -0.890, -0.487], [1.083, -0.541, -0.387], [-1.429, 1.385, 0.241], [-0.117, -0.144, 0.190], [0.300, 0.008, 0.000], [-0.130, 0.097, 0.171], [-0.292, -0.224, -0.047], [-0.079, 0.086, -0.116], [-0.090, 0.059, 0.037], [0.081, -0.058, -0.003], [0.215, 0.058, -0.330], [0.338, -0.518, 0.238], [-0.240, 0.297, -0.140], [-0.163, -0.106, 0.251], [-0.005, 0.133, 0.012], [-0.021, 0.039, -0.063], [0.198, -0.401, 0.504], [-0.062, 0.315, -0.559], [0.668, 0.078, -0.166], [0.123, 0.231, -0.752], [0.226, 0.034, -0.695], [-0.412, 0.441, -0.034], [0.919, -0.553, 1.181], [-0.729, 0.796, -0.925], [1.361, -0.766, -0.529], [-0.079, 0.115, 0.025], [-0.255, -0.155, 0.190], [-0.284, -0.153, -0.077], [-0.055, 0.393, 0.036], [0.108, -0.371, -0.274], [0.537, -0.223, -0.045], [-0.159, -0.056, -0.775], [0.688, 0.265, 0.463], [0.667, -0.002, 0.119], [0.338, 0.164, 0.656], [0.608, -0.008, -0.161], [-0.722, 0.251, 0.163], [-0.378, -0.450, -0.968], [-0.063, 0.326, 0.589], [0.022, -0.168, 0.474], [-0.460, -0.152, 0.878], [0.192, -0.218, 0.037], [-0.237, -0.273, 0.032], [-0.058, 0.091, 0.219], [0.128, 0.026, -0.107], [-0.032, 0.118, -0.223], [0.114, -0.110, -0.359], [-0.319, -0.163, 0.446], [-0.064, 0.394, 0.264], [-0.400, 0.230, 0.040], [-0.237, 0.025, -0.398], [0.105, -0.197, -0.071], [0.364, -0.044, 0.178], [-0.040, -0.074, 0.093], [0.116, 0.059, 0.070], [-0.089, 0.171, 0.292], [-0.152, -0.361, 0.045], [-0.076, 0.053, -0.234], [-0.442, 0.181, -0.010], [-0.292, -0.248, -0.187], [-0.138, -0.034, 0.324], [0.017, -0.115, 0.265]], "mulliken_charge": [-0.65, -0.93, -0.18, 0.13, 0.36, -0.35, -0.36, -0.71, -0.76, 0.31, 0.30, 0.37, 0.35, -0.01, 0.50, 0.35, 0.43, 0.34, 0.33, -0.78, -0.45, 0.88, -0.71, -0.42, -0.33, 0.21, -0.52, -0.54, 0.59, -0.33, -0.71, -0.34, -0.67, -0.74, -0.16, -0.12, -0.97, 0.97, -0.48, -0.77, -0.41, -0.63, -0.51, -0.54, 0.24, 0.35, 0.30, 0.43, 0.48, 0.47, 0.89, 0.41, 0.39, 0.38, 0.40, 0.33, 0.60, 0.42, 0.24, 0.33, 0.31, 0.33, 0.53, 0.49, 0.32]}


Copy entry 2 word for word.
{"formula": "C5H11NO", "method": "ωB97M-V/def2-TZVPD", "e_tot_ev": -8900.5078, "homo_lumo_gap_ha": 0.364, "total_charge": 0, "spin_multiplicity": 1, "e_homo_ev": -8.971, "e_above_lowest_kcal_mol": 27.4, "lumo_energy_ev": 0.94, "symbols": ["N", "C", "C", "C", "C", "C", "O", "H", "H", "H", "H", "H", "H", "H", "H", "H", "H", "H"], "positions_angstrom": [[0.998, -0.865, -0.505], [-0.236, -1.552, -0.909], [-1.152, -0.401, -1.331], [-0.860, 0.673, -0.291], [0.617, 0.473, 0.023], [1.038, 0.578, 1.474], [0.684, 1.795, 2.108], [1.413, -1.387, 0.260], [-0.715, -2.065, -0.059], [-0.068, -2.249, -1.728], [-2.180, -0.725, -1.443], [-0.797, -0.056, -2.311], [-1.033, 1.665, -0.708], [-1.494, 0.583, 0.603], [1.197, 1.213, -0.532], [0.632, -0.271, 2.053], [2.120, 0.497, 1.533], [-0.165, 2.094, 1.761]], "forces_ev_per_angstrom": [[-0.241, -0.142, 0.346], [-0.486, 0.464, 0.280], [0.586, -0.408, -0.494], [-0.455, 0.246, 0.127], [0.791, -0.076, -0.349], [-0.419, -0.131, 0.467], [0.040, 0.174, -0.207], [0.213, -0.050, -0.195], [0.126, -0.177, -0.199], [0.094, -0.143, 0.074], [-0.216, 0.169, 0.151], [-0.174, 0.050, 0.119], [-0.078, 0.069, 0.103], [0.088, -0.204, -0.125], [-0.003, 0.135, -0.009], [-0.109, 0.068, -0.180], [0.197, 0.052, 0.011], [0.045, -0.095, 0.080]], "mulliken_charge": [-0.48, -0.55, -0.64, -0.84, 0.31, -0.69, -0.51, 0.29, 0.28, 0.35, 0.37, 0.27, 0.34, 0.36, 0.15, 0.34, 0.33, 0.32]}


Which formula does entry 1 have?
C4H11N2S